# 1
72
Properties=species:S:1:pos:R:3:lowdin_spin:R:1 method="wB97M-V/def2-TZVPD" e_above_lowest_kj_mol=24.5 spin_multiplicity=5 e_homo_ev="-12.8 / -12.8" mol_weight_g_mol=633.7 orbital_gap_ha="0.281 / 0.100" total_charge=+2 energy_ev=-67434.8178
C -1.7009 -0.4066 5.8119 0.2511
C -2.4692 0.0259 4.6855 0.2162
C -2.4028 -0.9974 3.6863 0.1952
H -3.0341 0.9549 4.6156 0.0067
C -1.5466 -2.0335 4.1776 0.2053
C -1.1211 -1.6681 5.4953 0.2603
H -0.5026 -2.2683 6.1607 0.0089
H -1.6083 0.1129 6.7662 0.0081
H -2.9166 -0.9961 2.7279 0.0042
H -1.2750 -2.9415 3.6452 0.0031
Pd -0.3236 -0.1663 3.7751 1.3488
Si 0.2390 -0.0260 1.5510 0.2867
C -0.5671 1.4754 0.8099 0.0880
C 0.1001 2.1196 -0.2487 0.0247
H 1.0663 1.7394 -0.5902 0.0027
C -0.4936 3.2150 -0.8720 0.0084
H 0.0268 3.7205 -1.6860 0.0007
C -1.7680 3.6463 -0.4649 0.0181
H -2.2381 4.4875 -0.9751 0.0008
C -2.4213 3.0069 0.5876 -0.0012
H -3.4142 3.3328 0.9092 -0.0001
C -1.8159 1.9316 1.2479 0.0263
H -2.3308 1.4416 2.0759 0.0046
C -0.4680 -1.5680 0.7675 0.1982
C -1.5886 -1.5168 -0.0788 0.0657
H -2.0585 -0.5598 -0.3181 0.0012
C -2.1069 -2.7055 -0.6048 0.0423
H -2.9856 -2.6622 -1.2510 0.0000
C -1.5128 -3.9329 -0.2896 0.1696
H -1.9227 -4.8575 -0.7016 0.0070
C -0.4180 -3.9853 0.5801 0.0055
H 0.0325 -4.9413 0.8567 -0.0021
C 0.0977 -2.8032 1.1203 0.1077
H 0.9389 -2.8395 1.8168 0.0009
H 1.7181 0.0342 1.4245 0.0362
Si 2.5800 0.3879 -4.1474 0.0001
C 1.7865 -1.2465 -4.5237 0.0002
C 0.8045 -1.3904 -5.5181 0.0001
H 0.4878 -0.5279 -6.1103 0.0000
C 0.2157 -2.6416 -5.7471 0.0000
H -0.5623 -2.7443 -6.5073 0.0000
C 0.6200 -3.7612 -5.0073 0.0003
H 0.1628 -4.7395 -5.1890 0.0000
C 1.6266 -3.6230 -4.0424 0.0001
H 1.9626 -4.4933 -3.4735 0.0000
C 2.2151 -2.3756 -3.8098 0.0000
H 3.0081 -2.2802 -3.0662 0.0000
C 1.3699 1.7091 -4.6259 0.0000
C 0.0924 1.7408 -4.0578 0.0000
H -0.2209 0.9688 -3.3510 0.0000
C -0.7903 2.7816 -4.3826 0.0000
H -1.7761 2.8094 -3.9118 0.0000
C -0.4076 3.7792 -5.2847 0.0000
H -1.0991 4.5924 -5.5265 0.0000
C 0.8674 3.7332 -5.8673 0.0000
H 1.1697 4.5103 -6.5727 0.0000
C 1.7537 2.7008 -5.5450 0.0000
H 2.7461 2.6489 -5.9990 0.0000
H 3.8625 0.5007 -4.8827 0.0000
Cl 3.0031 0.5467 -2.1459 0.0003
N 1.5664 -0.7516 4.6739 0.1653
C 1.9868 0.2616 5.6792 0.0112
C 1.6493 1.6543 5.2212 0.0107
N 0.2251 1.6757 4.7895 0.1848
H 1.4329 -1.6620 5.1009 0.0034
H 2.2459 -0.8671 3.9202 0.0030
H 1.4654 0.0379 6.6138 0.0003
H 3.0571 0.1578 5.8559 0.0042
H 1.7597 2.3600 6.0411 0.0038
H 2.3018 1.9805 4.4002 0.0006
H -0.3714 1.7448 5.6108 0.0038
H -0.0056 2.4533 4.1750 0.0078

---

# 2
13
Properties=species:S:1:pos:R:3:nbo_charge:R:1 method="wB97M-V/def2-TZVPD" e_above_lowest_kj_mol=92.0 spin_multiplicity=1 e_homo_ev=-8.6 mol_weight_g_mol=77.1 smiles=CNCCF orbital_gap_ha=0.360 energy_ev=-7447.2317
C -1.4204 0.7869 1.6094 -0.4092
N -0.2849 0.7030 0.7204 -0.6592
C -0.5203 -0.2781 -0.4031 -0.2503
C 0.6555 -0.3315 -1.3645 0.0332
F 1.6942 -0.8509 -0.6925 -0.3547
H -1.1832 1.5559 2.3284 0.2058
H -2.3496 1.1202 1.0822 0.1891
H -1.5810 -0.2612 2.0408 0.1562
H 0.6094 0.6355 1.2672 0.3745
H -0.7252 -1.2329 0.1799 0.1766
H -1.4893 0.0163 -0.9797 0.1978
H 0.8617 0.7233 -1.5148 0.1737
H 0.3157 -0.8846 -2.2650 0.1664

---

# 3
8
Properties=species:S:1:pos:R:3:nbo_charge:R:1 method="wB97M-V/def2-TZVPD" e_above_lowest_kj_mol=332.5 spin_multiplicity=1 e_homo_ev="-8.8 / -8.3" mol_weight_g_mol=424.5 orbital_gap_ha="0.305 / 0.250" energy_ev=-352298.3043
C 2.0400 -0.2387 -0.2582 -0.4285
C -1.5054 0.2498 0.0343 -0.4305
Br 0.7387 -0.7814 -1.5360 0.1482
Br 2.1842 -0.7156 1.4760 0.1771
Br -2.6795 0.5544 -1.4015 0.1374
Br -2.2145 -1.2695 1.0686 0.0673
Br -1.1351 1.6577 1.2133 0.1535
H 2.5716 0.5434 -0.5964 0.1755

---

# 4
11
Properties=species:S:1:pos:R:3:nbo_charge:R:1 method="wB97M-V/def2-TZVPD" e_above_lowest_kj_mol=296.9 spin_multiplicity=3 e_homo_ev="-6.2 / -10.3" mol_weight_g_mol=96.1 orbital_gap_ha="0.250 / 0.304" energy_ev=-9232.9955
C 1.6046 -1.6230 -0.0540 0.8860
C -1.6275 0.6116 1.5190 0.0870
C -0.3570 -0.0188 0.4822 0.3528
C -0.6221 0.3432 -1.0348 -0.6400
N 0.7182 -1.0243 0.5496 -0.5884
N -0.4346 1.1382 1.3436 -0.7197
O 2.4284 -2.3017 -0.4429 -0.4658
H -1.4341 1.1112 -1.4146 0.2489
H 0.3880 0.7227 -1.3421 0.2148
H -0.9116 -0.5429 -1.5249 0.2170
H 0.2477 1.5837 1.9188 0.4074

---

# 5
97
Properties=species:S:1:pos:R:3:mulliken_charge:R:1 method="wB97M-V/def2-TZVPD" e_above_lowest_kj_mol=0.0 spin_multiplicity=1 e_homo_ev=-9.2 mol_weight_g_mol=717.8 orbital_gap_ha=0.265 total_charge=+1 energy_ev=-74598.5483
Y 0.0795 -0.4227 -0.3278 -0.4309
C -3.6656 3.5414 -1.6448 -1.4088
C -2.6323 2.4248 -1.7838 0.5109
C -1.6179 2.7428 -2.8827 -1.2818
P -1.7807 1.8187 -0.2549 2.1801
C -3.0538 1.8562 1.0896 0.2993
C -3.1451 3.1965 1.8132 -1.4714
C -2.8273 0.7105 2.0764 -1.0652
C -0.4648 3.0006 0.1732 0.2154
C -0.4374 4.3434 -0.2207 -0.6233
C 0.6480 5.1649 0.0348 0.6045
C 0.6639 6.6002 -0.4074 -1.8427
C 1.7400 4.6073 0.7044 -0.9518
C 1.7313 3.2906 1.1158 -0.3054
C 0.6246 2.4636 0.8777 -0.8292
N 0.6232 1.1143 1.3010 1.5258
C 0.7451 0.9291 2.6776 -0.5746
C 0.4916 1.9510 3.6108 -0.1037
C 0.5677 1.7193 4.9710 -1.1654
C 0.8965 0.4706 5.4941 0.4565
C 0.9565 0.2226 6.9746 -1.7399
C 1.1410 -0.5436 4.5809 -0.0584
C 1.0632 -0.3443 3.2041 -0.8116
P 1.3159 -1.6634 2.0081 1.2991
C 3.1547 -1.9107 1.9477 0.1514
C 3.8526 -1.9832 3.3055 -1.6681
C 3.7599 -0.7665 1.1309 -0.7909
C 0.5199 -3.2290 2.6148 0.6999
C -0.9025 -2.9225 3.0853 -1.2485
C 1.2666 -4.0895 3.6305 -1.6640
H -4.1578 3.7027 -2.6059 0.4897
H -4.4430 3.3046 -0.9182 0.3490
H -3.2143 4.4886 -1.3523 0.1768
H -3.1627 1.5165 -2.0976 0.3895
H -1.0844 3.6741 -2.6892 0.2822
H -0.8858 1.9415 -3.0034 -0.0129
H -2.1375 2.8469 -3.8365 0.5083
H -3.9939 1.6649 0.5572 0.7789
H -2.2174 3.3975 2.3517 0.1698
H -3.3201 4.0293 1.1325 0.2865
H -3.9573 3.1764 2.5422 0.4791
H -1.8965 0.8412 2.6309 0.0640
H -3.6418 0.6813 2.8031 0.5878
H -2.7886 -0.2561 1.5668 -0.0137
H -1.2915 4.7616 -0.7349 0.0854
H -0.3335 6.9368 -0.6878 0.3644
H 1.0301 7.2546 0.3839 0.4075
H 1.3169 6.7384 -1.2717 0.3086
H 2.6070 5.2246 0.9108 0.4148
H 2.5771 2.8867 1.6604 0.5294
H 0.2303 2.9424 3.2668 0.3490
H 0.3609 2.5393 5.6496 0.3911
H 1.0980 1.1528 7.5239 0.3926
H 0.0346 -0.2363 7.3392 0.3176
H 1.7792 -0.4452 7.2327 0.3748
H 1.4034 -1.5264 4.9565 0.2038
H 3.3101 -2.8584 1.4150 0.7344
H 3.7483 -1.0322 3.8295 0.3041
H 3.4556 -2.7659 3.9482 0.3469
H 4.9182 -2.1721 3.1641 0.4931
H 3.5191 0.1966 1.5885 0.0621
H 4.8467 -0.8602 1.0952 0.6282
H 3.3909 -0.7504 0.1023 -0.3328
H 0.4317 -3.8138 1.6907 0.4281
H -0.9026 -2.3718 4.0260 0.2282
H -1.4498 -2.3323 2.3485 0.0025
H -1.4407 -3.8593 3.2428 0.5154
H 1.3566 -3.5961 4.5988 0.2424
H 0.7172 -5.0187 3.7915 0.4876
H 2.2686 -4.3554 3.2915 0.4065
O -1.5087 -1.9623 -0.1082 -0.3299
N -2.5483 -2.2161 -0.9070 0.2485
C -3.5589 -2.9412 -0.3754 -0.2993
C -4.6573 -3.2672 -1.1171 -0.8418
C -4.7141 -2.8343 -2.4467 -0.2242
C -3.6796 -2.1012 -2.9657 -0.9069
C -2.5519 -1.7716 -2.1908 0.7437
S -1.2377 -0.8669 -2.8088 -0.5305
H -3.3922 -3.2152 0.6553 0.4973
H -5.4497 -3.8466 -0.6686 0.4330
H -5.5683 -3.0745 -3.0647 0.4088
H -3.6936 -1.7543 -3.9883 0.4701
N 1.6521 0.8428 -1.7516 -0.1796
C 2.1195 0.3783 -3.0764 -0.8381
C 2.8731 -0.9418 -3.0070 -0.6045
C 2.0236 -2.1836 -2.7798 -0.8452
N 1.4912 -2.2813 -1.4030 -0.4114
H 1.2017 1.7528 -1.8499 0.1008
H 2.4514 1.0226 -1.1447 0.2410
H 2.7650 1.1324 -3.5333 0.4881
H 1.2416 0.2733 -3.7171 0.3890
H 3.6743 -0.8770 -2.2611 0.2515
H 3.3868 -1.0720 -3.9623 0.4338
H 2.6156 -3.0701 -3.0215 0.4302
H 1.1682 -2.1665 -3.4550 0.3511
H 2.2266 -2.5840 -0.7711 0.1295
H 0.7792 -3.0076 -1.3737 0.2669

---

# 6
53
Properties=species:S:1:pos:R:3:nbo_charge:R:1 method="wB97M-V/def2-TZVPD" e_above_lowest_kj_mol=0.0 spin_multiplicity=1 e_homo_ev="-14.5 / -14.4" mol_weight_g_mol=484.9 orbital_gap_ha="0.204 / 0.184" total_charge=+2 energy_ev=-160272.2824
N 2.2666 -0.5462 -0.9494 -0.7682
C 3.3662 -0.9069 -0.5029 0.5708
O 4.2319 -1.1644 0.3002 -0.4080
Cu 4.1409 -1.2936 -2.1067 1.0642
V 0.5487 -0.0987 -0.5546 1.1947
N -0.2984 -1.6104 -1.1474 -0.5009
N 0.1294 1.5703 -1.2144 -0.4695
C 0.1403 -3.0205 -1.2712 0.0946
C 0.6529 2.8765 -0.7490 0.0940
C 1.2107 -3.1329 -2.3498 -0.5852
C -0.9994 -3.9641 -1.6571 -0.6196
C 0.7149 -3.4783 0.0716 -0.6047
C 0.7522 3.8970 -1.8799 -0.6226
C -0.2190 3.4657 0.3624 -0.6164
C 2.0603 2.6259 -0.2117 -0.6240
H 0.8283 -2.7428 -3.3021 0.2326
H 1.4750 -4.1934 -2.4606 0.2486
H 2.1292 -2.5828 -2.1005 0.1361
H -1.7702 -4.0166 -0.8793 0.2272
H -0.5778 -4.9708 -1.7665 0.2486
H -1.4531 -3.6696 -2.6124 0.2290
H 1.6274 -2.9297 0.3443 0.1989
H 0.9604 -4.5452 -0.0086 0.2446
H -0.0293 -3.3474 0.8701 0.2271
H 1.3183 3.4824 -2.7203 0.2173
H 1.2786 4.7853 -1.5114 0.2509
H -0.2291 4.2260 -2.2355 0.2283
H -1.2242 3.7281 0.0077 0.2290
H 0.2473 4.3968 0.7075 0.2435
H -0.3039 2.8067 1.2371 0.2161
H 2.0351 1.9995 0.6926 0.2247
H 2.5140 3.5937 0.0331 0.2526
H 2.6566 2.1075 -0.9735 0.2006
C -0.8095 1.5529 -2.3379 -0.4614
H -0.8093 0.5760 -2.8509 0.2151
H -1.8479 1.7603 -2.0225 0.2326
H -0.5486 2.3309 -3.0716 0.2573
C -1.7342 -1.3339 -1.0777 -0.4495
H -2.2738 -2.0872 -0.4787 0.2468
H -1.9318 -0.3544 -0.6060 0.2275
H -2.1911 -1.3181 -2.0847 0.2383
Se 0.9668 -0.2069 1.7371 0.2291
C -0.5350 0.2124 2.8741 -0.2051
C -1.4960 -0.7738 3.1578 -0.2255
C -2.5156 -0.5086 4.0851 -0.1796
C -2.5902 0.7443 4.7088 -0.1771
C -1.6449 1.7340 4.4105 -0.1327
C -0.6126 1.4682 3.5033 -0.2437
H -1.4295 -1.7383 2.6594 0.2201
H -3.2371 -1.2868 4.3231 0.2415
H -3.3857 0.9464 5.4275 0.2451
H -1.6990 2.7104 4.8945 0.2361
H 0.1442 2.2251 3.2870 0.2307

---

# 7
11
Properties=species:S:1:pos:R:3:nbo_charge:R:1 method="wB97M-V/def2-TZVPD" e_above_lowest_kj_mol=99.4 spin_multiplicity=1 e_homo_ev=-9.4 mol_weight_g_mol=113.1 smiles=CNSC(F)F orbital_gap_ha=0.378 energy_ev=-19914.1689
C 1.6396 0.1224 0.3467 -0.4143
N 0.6983 -0.8886 -0.1775 -0.8013
S -0.7547 -1.0620 0.6740 0.3248
C -1.8452 0.3374 -0.1359 0.4431
F -2.3140 1.2293 0.7104 -0.3216
F -2.9264 -0.2007 -0.8178 -0.3494
H 1.6249 1.1530 0.0275 0.1825
H 1.5577 0.0039 1.3932 0.2104
H 2.6041 -0.1932 -0.1108 0.1946
H 0.7869 -1.2634 -1.1250 0.3963
H -1.0713 0.7619 -0.7849 0.1350

---

# 8
47
Properties=species:S:1:pos:R:3:mulliken_charge:R:1 method="wB97M-V/def2-TZVPD" e_above_lowest_kj_mol=0.0 spin_multiplicity=1 e_homo_ev=-16.4 mol_weight_g_mol=633.7 orbital_gap_ha=0.152 total_charge=+3 energy_ev=-117945.0526
C 0.6779 -3.3309 -0.2544 -1.0397
Si -1.0256 -3.0766 0.4812 0.2392
C -2.2302 -4.1116 -0.4759 -1.1055
C -1.0828 -3.5714 2.2540 -1.0810
O -1.3448 -1.4217 0.3148 -0.1676
C -1.7686 -0.9674 -0.9498 -0.5826
C -1.6748 0.5615 -0.9516 -2.0200
C -0.4632 1.0090 -0.2314 0.2779
C 0.8090 1.0901 -0.8399 0.6198
C 0.9879 0.6733 -2.2726 -1.8717
C 0.8075 1.8040 -3.2824 0.4433
C 1.6612 3.0042 -3.2009 -0.0716
O 0.2200 2.9927 -2.9053 -0.4216
C 1.9180 1.5401 -0.1143 -0.6566
C 1.6850 1.8729 1.2031 0.8832
P 2.6909 2.4432 2.5154 0.9375
O 3.6531 1.4539 3.1917 -0.4001
Br 3.7752 4.1762 2.1808 0.1198
C 0.4957 1.7973 1.8146 0.7168
N 0.5048 2.1833 3.0966 -0.3851
C -0.6147 2.1265 3.7459 -0.4303
C -1.8014 1.6803 3.0525 -0.3803
N -1.7937 1.3338 1.8034 -0.3907
C -0.6171 1.3729 1.1295 0.3175
H 1.1159 -4.2554 0.1020 0.4194
H 0.5997 -3.3815 -1.3358 0.3034
H 1.3570 -2.5221 0.0042 0.2623
H -2.3294 -3.7877 -1.5081 0.3751
H -3.2208 -4.0231 -0.0433 0.3404
H -1.9181 -5.1477 -0.4942 0.3834
H -2.0438 -3.3100 2.6858 0.3421
H -0.3123 -3.1299 2.8752 0.3083
H -1.0133 -4.6512 2.3131 0.3561
H -1.1852 -1.4222 -1.7483 0.5791
H -2.8069 -1.2312 -1.1171 0.4524
H -1.6488 0.9146 -1.9776 0.3273
H -2.5645 0.9843 -0.5123 0.5300
H 1.9643 0.2417 -2.4467 0.6381
H 0.2005 -0.0275 -2.5137 0.1570
H 0.5595 1.4557 -4.2805 0.3419
H 1.9615 3.4406 -2.2651 0.3353
H 1.8724 3.5202 -4.1419 -0.1334
H 2.9047 1.5898 -0.5413 0.7419
H 3.3650 0.5194 3.2026 0.4377
H -0.6609 2.4088 4.7846 0.4939
H -2.7229 1.6333 3.6083 0.5147
Tl 1.0570 3.5455 -5.9549 0.9432